ORCA calculation (ωB97M-V with the def2-TZVPD basis set) on a 2-piece molecular cluster, CHClFO2S2 overall.

Energy above the lowest of the compared OMol25 structures with the same formula, charge and spin ... 0.00 kJ/mol
Highest occupied orbital energy ... -0.1862 Eh
HOMO-LUMO gap ... 0.301 Ha

Structure (ORCA input):
```
! RIJCOSX wB97M-V def2-TZVPD def2/J DEFGRID3
* xyz -1 1
C 1.263 0.304 -1.054
O -0.852 -0.838 -0.752
O -2.393 0.541 -2.079
F 0.877 1.487 -1.607
S 1.940 0.296 0.391
S -2.229 -0.611 -1.151
Cl -2.993 0.398 0.897
H 1.402 -0.395 -1.908
*
```

Atom charges from the natural (NBO) analysis, given in e for atoms 1 to 6: 0.164, -0.971, -0.948, -0.345, -0.044, 1.607

ORCA calculation (ωB97M-V with the def2-TZVPD basis set) on C37H31CuF9NO2P as an isolated structure.

Highest occupied orbital energy (alpha / beta) ... -0.2868 / -0.2980 Eh
HOMO-LUMO gap (alpha / beta) ... 0.287 / 0.259 Ha

Structure (ORCA input):
```
! RIJCOSX wB97M-V def2-TZVPD def2/J DEFGRID3
* xyz 0 2
Cu -0.173 1.254 1.589
C 1.979 2.435 2.945
C 2.145 1.078 2.611
C 0.982 0.333 3.055
C 0.086 1.264 3.631
C 0.741 2.575 3.568
C 0.162 3.863 4.047
C -1.070 0.937 4.530
C 0.979 -1.156 3.234
C 3.283 0.454 1.881
C 2.908 3.559 2.608
H 0.005 4.567 3.223
H 0.840 4.353 4.751
H -0.793 3.723 4.553
H -1.552 0.004 4.239
H -1.835 1.715 4.512
H -0.745 0.833 5.569
H 1.042 -1.688 2.283
H 0.077 -1.495 3.744
H 1.833 -1.466 3.842
H 2.927 -0.304 1.179
H 3.967 -0.043 2.577
H 3.855 1.187 1.313
H 2.536 4.162 1.775
H 3.894 3.191 2.327
H 3.040 4.229 3.460
O 0.157 2.609 -2.154
C -0.062 2.346 -0.980
O 0.552 1.493 -0.251
C -1.202 3.088 -0.278
C -1.921 4.071 -0.936
C -2.950 4.706 -0.263
C -3.225 4.342 1.048
C -2.461 3.349 1.633
N -1.471 2.734 0.984
H -1.657 4.298 -1.959
H -3.534 5.475 -0.753
H -4.020 4.811 1.610
H -2.644 3.024 2.650
F -1.350 -7.905 -1.512
C -2.226 -7.039 -0.968
F -2.611 -7.548 0.213
F -3.308 -7.032 -1.770
C -1.634 -5.664 -0.833
C -1.707 -4.974 0.362
C -1.162 -3.696 0.447
C -0.557 -3.102 -0.653
C -0.490 -3.817 -1.851
C -1.022 -5.087 -1.943
P 0.044 -1.370 -0.451
C -1.179 -0.551 -1.549
C -1.055 -0.417 -2.930
C -2.005 0.277 -3.658
C -3.101 0.836 -3.013
C -3.258 0.684 -1.646
C -2.295 -0.003 -0.923
C -4.088 1.622 -3.826
F -3.512 2.692 -4.407
F -4.617 0.883 -4.820
F -5.113 2.081 -3.085
C 1.610 -1.407 -1.393
C 2.451 -2.504 -1.213
C 3.726 -2.525 -1.761
C 4.167 -1.439 -2.497
C 3.342 -0.336 -2.681
C 2.073 -0.312 -2.128
C 5.542 -1.412 -3.099
F 5.495 -1.272 -4.440
F 6.264 -0.375 -2.631
F 6.239 -2.531 -2.840
H -2.176 -5.428 1.224
H -1.210 -3.158 1.387
H -0.013 -3.375 -2.718
H -0.966 -5.637 -2.875
H -0.200 -0.835 -3.445
H -1.886 0.401 -4.727
H -4.115 1.114 -1.145
H -2.406 -0.093 0.153
H 2.113 -3.361 -0.641
H 4.368 -3.383 -1.616
H 3.693 0.515 -3.251
H 1.463 0.573 -2.247
*
```

Atom charges from the Mulliken analysis, given in e for atoms 1 to 6: -0.371, 0.320, 1.383, -0.341, 1.173, 1.311

Please write out number 2 again, unchanged.
ORCA calculation (ωB97M-V with the def2-TZVPD basis set) on C37H31CuF9NO2P as an isolated structure.

Highest occupied orbital energy (alpha / beta) ... -0.2868 / -0.2980 Eh
HOMO-LUMO gap (alpha / beta) ... 0.287 / 0.259 Ha

Structure (ORCA input):
```
! RIJCOSX wB97M-V def2-TZVPD def2/J DEFGRID3
* xyz 0 2
Cu -0.173 1.254 1.589
C 1.979 2.435 2.945
C 2.145 1.078 2.611
C 0.982 0.333 3.055
C 0.086 1.264 3.631
C 0.741 2.575 3.568
C 0.162 3.863 4.047
C -1.070 0.937 4.530
C 0.979 -1.156 3.234
C 3.283 0.454 1.881
C 2.908 3.559 2.608
H 0.005 4.567 3.223
H 0.840 4.353 4.751
H -0.793 3.723 4.553
H -1.552 0.004 4.239
H -1.835 1.715 4.512
H -0.745 0.833 5.569
H 1.042 -1.688 2.283
H 0.077 -1.495 3.744
H 1.833 -1.466 3.842
H 2.927 -0.304 1.179
H 3.967 -0.043 2.577
H 3.855 1.187 1.313
H 2.536 4.162 1.775
H 3.894 3.191 2.327
H 3.040 4.229 3.460
O 0.157 2.609 -2.154
C -0.062 2.346 -0.980
O 0.552 1.493 -0.251
C -1.202 3.088 -0.278
C -1.921 4.071 -0.936
C -2.950 4.706 -0.263
C -3.225 4.342 1.048
C -2.461 3.349 1.633
N -1.471 2.734 0.984
H -1.657 4.298 -1.959
H -3.534 5.475 -0.753
H -4.020 4.811 1.610
H -2.644 3.024 2.650
F -1.350 -7.905 -1.512
C -2.226 -7.039 -0.968
F -2.611 -7.548 0.213
F -3.308 -7.032 -1.770
C -1.634 -5.664 -0.833
C -1.707 -4.974 0.362
C -1.162 -3.696 0.447
C -0.557 -3.102 -0.653
C -0.490 -3.817 -1.851
C -1.022 -5.087 -1.943
P 0.044 -1.370 -0.451
C -1.179 -0.551 -1.549
C -1.055 -0.417 -2.930
C -2.005 0.277 -3.658
C -3.101 0.836 -3.013
C -3.258 0.684 -1.646
C -2.295 -0.003 -0.923
C -4.088 1.622 -3.826
F -3.512 2.692 -4.407
F -4.617 0.883 -4.820
F -5.113 2.081 -3.085
C 1.610 -1.407 -1.393
C 2.451 -2.504 -1.213
C 3.726 -2.525 -1.761
C 4.167 -1.439 -2.497
C 3.342 -0.336 -2.681
C 2.073 -0.312 -2.128
C 5.542 -1.412 -3.099
F 5.495 -1.272 -4.440
F 6.264 -0.375 -2.631
F 6.239 -2.531 -2.840
H -2.176 -5.428 1.224
H -1.210 -3.158 1.387
H -0.013 -3.375 -2.718
H -0.966 -5.637 -2.875
H -0.200 -0.835 -3.445
H -1.886 0.401 -4.727
H -4.115 1.114 -1.145
H -2.406 -0.093 0.153
H 2.113 -3.361 -0.641
H 4.368 -3.383 -1.616
H 3.693 0.515 -3.251
H 1.463 0.573 -2.247
*
```

Atom charges from the Mulliken analysis, given in e for atoms 1 to 6: -0.371, 0.320, 1.383, -0.341, 1.173, 1.311